(1)
The following is a quantum chemistry calculation of the ion C8H19N5O with charge +2, from the Open Molecules 2025 dataset.

Structure (SMILES)   CCC1=C(N/C(N)=[NH+]\C)[N@@H+](C)[C@H](O)N1
E_LUMO   -6.127 eV
Net charge   +2
Electronic energy   -18084.7749 eV
HOMO level   -16.4750 eV
Spin multiplicity   1

Positions of all 33 atoms, in Å:
C 1.89341 -1.75445 -1.05263
C 0.46484 -2.28107 -1.29090
C -0.65403 -1.50364 -0.65565
C -0.56711 -0.39019 0.08454
N 0.59697 0.79547 -0.13082
C 1.22700 1.12286 0.98873
N 0.75014 0.79569 2.21647
N 2.33007 1.87666 0.93826
C 2.81206 2.83586 -0.09073
N -1.92782 0.20510 0.34415
C -2.36586 1.14355 -0.71396
C -2.71206 -1.11894 0.29372
O -2.72269 -1.61111 1.55971
N -1.89940 -1.92910 -0.67113
H 2.00981 -1.34007 -0.04495
H 2.17248 -0.95173 -1.68691
H 2.59092 -2.59213 -1.26796
H 0.45991 -3.34589 -0.90887
H 0.17350 -2.23575 -2.40641
H 1.08357 0.62655 -0.96034
H -0.01977 0.12053 2.51052
H 1.30849 1.34899 2.86698
H 2.91653 1.99298 1.82796
H 2.63299 3.90021 0.24494
H 2.33682 2.75954 -1.08807
H 3.91761 2.59288 -0.17226
H -2.07292 0.55092 1.33862
H -2.34245 0.48882 -1.55451
H -3.35226 1.58311 -0.60964
H -1.65043 1.90931 -0.75377
H -3.74604 -1.02812 -0.13040
H -3.58683 -1.72493 1.91239
H -2.05744 -2.84189 -0.93710

Here are the Mulliken charges for atoms 1 to 6, given in e: C -1.4707; C -0.2611; C -0.5485; C -0.0335; N -0.1489; C 0.8433



(2)
The following is a quantum chemistry calculation of a structure of composition C8H19NO, from the Open Molecules 2025 dataset.

E_LUMO   0.152 eV
Net charge   0
Electronic energy   -12139.0858 eV
HOMO level   -6.9888 eV
Spin multiplicity   1

Positions of all 29 atoms, in Å:
C -2.05505 2.35168 0.62772
C -2.15031 -0.22088 -0.47978
C -2.49778 -0.92449 0.82515
N -1.15422 2.95798 -0.06277
H -0.01716 2.15391 -0.14244
H -1.46884 3.45031 -0.89330
H -3.12517 2.51619 0.52255
H -1.69630 1.83304 1.50765
H -3.02980 0.21534 -0.95239
H -1.75352 -0.95309 -1.18984
H -3.19749 -1.74506 0.66569
H -2.95496 -0.23193 1.53231
H -1.59522 -1.32376 1.28658
C 1.85760 0.52280 1.48248
C 1.30654 -1.11956 -2.01539
C 2.69898 -1.92364 -0.04819
C 1.39111 0.20595 0.08621
C 1.72813 -0.90891 -0.58678
O 0.49320 1.07246 -0.43662
H -1.15958 0.38538 -0.40052
H 2.91230 0.29966 1.63652
H 1.70469 1.57818 1.70906
H 1.30236 -0.07724 2.20566
H 2.17092 -1.11175 -2.68401
H 0.78396 -2.07366 -2.12368
H 2.53262 -2.16039 1.00281
H 3.72620 -1.56255 -0.14791
H 2.62114 -2.86894 -0.58730
H 0.62566 -0.33702 -2.33945

Here are the Mulliken charges for atoms 1 to 6, given in e: C -0.4038; C -0.4188; C -0.8748; N -0.3845; H 0.4159; H 0.2230



(3)
The following is a quantum chemistry calculation of a cluster of 3 separate species, C8H19NO4P in total, from the Open Molecules 2025 dataset.

E_LUMO   -2.725 eV
Net charge   +1
Electronic energy   -27561.6712 eV
HOMO level   -12.4439 eV
Spin multiplicity   1

Positions of all 33 atoms, in Å:
C -1.34697 0.92821 1.52547
C 1.33327 1.79703 -1.67229
C 3.08403 0.21715 -1.84594
C 0.87001 -0.30351 -2.82186
C 1.23188 -0.20062 -0.34557
C -2.67268 -0.14098 3.11222
C -1.23884 -0.16893 2.44527
C 1.40868 -1.68143 -0.16046
N 1.65304 0.45228 -1.65535
O -2.34822 -0.55451 -0.38606
O -3.61075 -0.20332 2.05620
O -0.22550 0.03135 3.39240
O 1.81726 -2.49053 -0.90839
P -1.51683 2.35643 0.86979
H 1.70368 2.13031 -0.64047
H 1.88144 2.32674 -2.50398
H 0.14071 1.90388 -1.59136
H 3.20185 -0.85857 -2.03713
H 3.29967 0.68320 -2.85730
H 3.90521 0.40460 -1.14205
H 0.78997 0.23383 -3.77426
H 1.35042 -1.22647 -3.02667
H -0.21725 -0.57434 -2.52130
H 1.71534 0.33724 0.39424
H 0.05929 -0.01840 -0.02674
H -2.82541 -0.89830 3.91623
H -2.62130 0.87175 3.56017
H -1.15417 -1.19888 1.89417
H 0.84783 -1.95730 0.76063
H -2.96671 -0.55003 0.38497
H -4.44464 0.12632 2.32774
H -0.56605 -0.37372 4.18219
H -2.53826 -1.40045 -0.90449

Here are the Mulliken charges for atoms 1 to 6, given in e: C -0.1198; C -0.6889; C -0.9288; C -0.6741; C -0.2672; C -0.7835